[1]
Molecular formula: H26O17S
Method: DFT, wB97M-V/def2-TZVPD

```
44
Properties=species:S:1:pos:R:3:mulliken_charge:R:1
S 0.04 -0.05 0.12 -0.0370
O 0.74 -0.89 1.08 -0.8846
O -0.89 -0.87 -0.55 -0.6162
O -0.69 1.08 0.75 -0.3911
O 1.05 0.49 -0.77 -0.7195
O -0.26 1.96 3.06 -0.7196
H -0.38 1.65 2.15 0.4416
H -0.97 2.61 3.19 0.2957
O 0.93 2.72 -1.96 -0.7940
H 1.09 1.85 -1.45 0.4309
H 1.26 2.47 -2.86 0.2973
O 1.19 -1.53 3.49 -0.6995
H 0.95 -1.21 2.60 0.6738
H 2.00 -1.09 3.72 0.2763
O -3.04 0.92 1.74 -0.6818
H -2.12 0.92 1.39 0.4275
H -2.87 0.70 2.66 0.3214
O 3.20 -0.93 1.26 -0.7285
H 2.23 -0.91 1.17 0.4341
H 3.41 -1.75 1.75 0.3158
O -1.67 3.43 0.61 -0.7208
H -1.22 2.56 0.59 0.5267
H -2.02 3.56 1.50 0.2837
O -2.32 -2.38 0.93 -0.6960
H -2.17 -2.11 1.86 0.3360
H -1.81 -1.77 0.40 0.3917
O -0.18 -3.08 -1.52 -0.6390
H -0.64 -2.36 -1.12 0.4219
H -0.20 -3.04 -2.47 0.2949
O 3.46 0.69 -0.88 -0.7107
H 2.50 0.63 -0.76 0.5053
H 3.73 1.60 -0.98 0.2163
O -1.24 1.61 -2.70 -0.5424
H -1.64 2.24 -3.32 0.2154
H -0.47 2.05 -2.36 0.3773
O -2.81 -1.20 -2.28 -0.7157
H -3.44 -0.50 -2.29 0.3051
H -2.13 -1.00 -1.62 0.5349
O 1.32 -0.24 -3.29 -0.6633
H 1.02 0.00 -2.39 0.3753
H 1.63 0.55 -3.73 0.2655
O 1.07 -3.43 1.32 -0.7024
H 0.72 -2.54 1.39 0.3901
H 1.63 -3.39 0.55 0.3081
```

As for the charge: -2. The value obtained for the HOMO energy is -0.1544 Eh. The energy relative to the best compared isomer or geometry (same formula, charge and spin) is 3.729 eV. For the HOMO-LUMO gap, the calculation gives 9.276 eV.

[2]
Molecular formula: C8H7F3N2
Method: DFT, wB97M-V/def2-TZVPD

```
20
Properties=species:S:1:pos:R:3:mulliken_charge:R:1
F 4.35 -0.57 -0.08 -0.1548
N 3.32 -0.48 0.83 -0.2638
N 2.63 0.79 0.84 -0.2572
F 2.96 1.84 -0.03 -0.1623
C 2.05 -0.35 0.24 0.9298
F 1.88 -0.27 -1.11 -0.2598
C 0.81 -0.87 0.89 -0.5748
C -0.40 -0.41 0.19 0.7892
C -0.43 0.97 -0.20 -0.4150
C -1.73 1.50 -0.61 -0.6014
C -2.81 0.65 -0.71 -0.3299
C -2.78 -0.66 -0.25 -0.6148
C -1.52 -1.18 0.19 -0.4568
H 0.81 -0.48 1.89 0.3211
H 0.79 -1.94 0.80 0.3841
H 0.45 1.47 -0.47 0.3776
H -1.81 2.52 -1.07 0.3107
H -3.63 0.94 -1.31 0.3612
H -3.66 -1.28 -0.42 0.3365
H -1.30 -2.21 0.39 0.2804
```

The value obtained for the HOMO energy is -0.3429 Eh. Its SMILES is FN1N(F)C1(F)Cc1ccccc1. The energy relative to the best compared isomer or geometry (same formula, charge and spin) is 5.922 eV. For the HOMO-LUMO gap, the calculation gives 9.554 eV.

[3]
Molecular formula: C3H4INS
Method: DFT, wB97M-V/def2-TZVPD

```
10
Properties=species:S:1:pos:R:3:mulliken_charge:R:1
C -0.94 -0.85 0.51 -0.0221
C -0.28 0.21 -0.41 -0.4735
C 1.71 0.66 1.27 -0.5289
N -0.42 -1.38 1.49 -0.4421
S 0.65 1.50 0.30 -0.0210
I 3.01 -0.81 0.48 0.0530
H -1.86 -1.27 0.20 0.4056
H 0.28 -0.54 -0.92 0.2513
H -0.95 0.72 -1.11 0.3268
H 1.88 1.01 2.31 0.4509
```

The value obtained for the HOMO energy (spin up / spin down) is -0.3330 / -0.2938 Eh. The energy relative to the best compared isomer or geometry (same formula, charge and spin) is 3.154 eV. For the HOMO-LUMO gap (spin up / spin down), the calculation gives 8.402 / 7.656 eV.

[4]
Molecular formula: C7H12N2O3
Method: DFT, wB97M-V/def2-TZVPD

```
24
Properties=species:S:1:pos:R:3:mulliken_charge:R:1
N 3.46 -0.51 0.07 -0.7050
C 2.19 -0.60 0.77 -0.2776
C 1.21 -1.15 -0.30 0.2142
O 1.52 -2.17 -0.96 -0.6480
N -0.07 -0.57 -0.30 0.2578
C -1.19 -1.34 -0.68 -0.7899
C -2.44 -0.37 -0.57 -0.5019
C -1.70 0.89 -1.01 -1.1809
C -0.26 0.84 -0.47 0.1498
C -0.44 1.56 1.01 0.3397
O -0.32 1.00 2.04 -0.4956
O -0.86 2.89 0.99 -0.4927
H 3.76 -1.54 -0.20 0.2710
H 4.14 -0.36 0.75 0.2357
H 2.15 -1.47 1.52 0.2152
H 2.02 0.36 1.21 0.3372
H -1.10 -2.06 -1.48 0.4055
H -1.33 -1.88 0.20 0.3750
H -3.44 -0.54 -1.18 0.3047
H -2.76 -0.35 0.47 0.2728
H -2.41 1.75 -0.69 0.3826
H -1.82 1.10 -1.97 0.5354
H 0.50 1.34 -1.12 0.4343
H -0.81 3.17 1.91 0.3608
```

The value obtained for the HOMO energy is -0.3428 Eh. Its SMILES is NCC(=O)N1CCC[C@H]1C(=O)O. The energy relative to the best compared isomer or geometry (same formula, charge and spin) is 2.223 eV. For the HOMO-LUMO gap, the calculation gives 9.945 eV.

[5]
Molecular formula: C30H34N3
Method: DFT, wB97M-V/def2-TZVPD

```
67
Properties=species:S:1:pos:R:3:mulliken_charge:R:1
C -2.35 1.83 4.42 -0.4643
C -1.70 0.58 4.39 -0.6597
C -0.67 0.35 3.49 -0.2897
C -0.23 1.36 2.59 0.7330
C 0.92 1.12 1.75 -0.3743
C 1.52 2.05 0.92 -0.5346
N 2.69 1.88 0.28 0.3002
C 3.36 3.00 -0.39 -0.4321
C 4.68 2.43 -0.92 -0.5536
C 4.80 1.00 -0.37 -0.6064
C 3.55 0.73 0.48 -0.5968
C -0.93 2.60 2.60 -0.2817
C -1.96 2.82 3.51 -0.7482
H -3.14 2.01 5.14 0.3881
H -2.00 -0.21 5.09 0.3990
H -0.16 -0.61 3.46 0.3372
H 1.41 0.14 1.85 0.2530
H 1.04 3.02 0.75 0.3422
H 2.73 3.42 -1.19 0.0908
H 3.55 3.81 0.34 0.3614
H 4.66 2.42 -2.02 0.2113
H 5.51 3.06 -0.58 0.3548
H 4.86 0.28 -1.19 0.2521
H 5.70 0.90 0.25 0.3109
H 3.83 0.64 1.55 0.3648
H 3.06 -0.21 0.19 0.1988
H -0.63 3.38 1.90 0.2962
H -2.47 3.79 3.52 0.3907
C -4.09 -3.96 3.10 -0.9729
N -3.79 -3.94 1.68 0.2955
C -4.21 -5.12 0.96 -0.9917
C -3.16 -2.85 1.07 -0.3786
C -1.76 -2.84 0.90 -0.4289
C -1.14 -1.77 0.27 -0.4277
C -1.90 -0.68 -0.24 0.9106
C -1.29 0.35 -1.02 -0.5214
C -0.20 0.13 -1.87 0.9924
C 0.56 1.15 -2.59 0.7292
C 0.50 2.53 -2.58 -0.0432
C 1.33 3.24 -3.47 -0.8137
C 2.18 2.56 -4.36 -0.7482
C 2.24 1.16 -4.38 -0.9502
C 1.43 0.48 -3.48 0.0227
N 1.25 -0.90 -3.29 0.1831
C 1.85 -1.96 -4.07 -0.9441
C 0.32 -1.11 -2.32 -0.8812
C -3.29 -0.67 0.02 -1.0319
C -3.92 -1.73 0.65 -0.3302
H -3.74 -3.04 3.57 0.2680
H -5.18 -4.06 3.26 0.3308
H -3.60 -4.82 3.58 0.3176
H -3.95 -5.02 -0.10 0.2868
H -3.72 -6.02 1.37 0.3190
H -5.30 -5.26 1.05 0.3276
H -1.18 -3.69 1.26 0.4732
H -0.06 -1.78 0.13 0.4938
H -1.77 1.33 -1.08 0.3575
H -0.18 3.02 -1.88 0.3257
H 1.31 4.33 -3.48 0.4427
H 2.80 3.14 -5.05 0.4219
H 2.88 0.60 -5.06 0.2995
H 2.53 -1.53 -4.80 0.3236
H 2.39 -2.66 -3.42 0.3381
H 1.07 -2.55 -4.59 0.3507
H -0.01 -2.12 -2.07 0.7104
H -3.87 0.19 -0.32 0.4268
H -5.00 -1.74 0.81 0.4734
```

As for the charge: +1. The value obtained for the HOMO energy is -0.3386 Eh. The energy relative to the best compared isomer or geometry (same formula, charge and spin) is 1.130 eV. For the HOMO-LUMO gap, the calculation gives 4.414 eV.

[6]
Molecular formula: C32H48O24
Method: DFT, wB97M-V/def2-TZVPD

```
104
Properties=species:S:1:pos:R:3:mulliken_charge:R:1
C 3.01 -6.92 3.00 -1.7260
C 2.84 -5.46 2.47 0.5024
C 1.67 -5.12 1.42 -0.4637
O 1.12 -3.94 2.05 0.0749
C 1.64 -3.77 3.33 0.4138
O 1.36 -2.85 4.04 -0.5295
O 2.72 -4.58 3.54 -0.3530
H 3.66 -6.88 3.81 0.4464
H 3.47 -7.51 2.24 0.3945
H 2.19 -7.36 3.42 0.4627
H 3.83 -5.03 1.95 0.1916
H 0.75 -5.75 1.60 0.3573
H 2.10 -4.94 0.45 0.2497
C -0.10 -3.37 -1.72 -1.2518
C -0.83 -2.23 -2.46 0.2822
C 0.19 -1.35 -3.22 -0.2287
O -0.13 -1.63 -4.62 -0.4475
C -1.29 -2.34 -4.68 0.4702
O -1.84 -2.49 -5.81 -0.6560
O -1.73 -2.69 -3.55 -0.4002
H 0.69 -2.95 -0.94 -0.0514
H 0.76 -3.89 -2.33 0.3340
H -0.65 -4.10 -1.23 0.5494
H -1.34 -1.72 -1.90 0.4421
H 1.06 -1.71 -2.91 0.8315
H -0.04 -0.37 -2.76 0.0694
C -2.43 -2.24 2.76 -0.8846
C -3.55 -2.88 1.93 0.2631
C -5.00 -2.38 2.19 -0.7146
O -5.31 -1.98 0.91 -0.3324
C -4.34 -1.97 0.08 0.5953
O -4.45 -1.62 -1.16 -0.6355
O -3.21 -2.46 0.62 -0.0653
H -1.53 -2.79 2.64 0.0912
H -2.72 -2.63 3.89 0.3755
H -2.51 -1.13 2.76 0.1935
H -3.40 -3.94 1.89 0.3449
H -4.97 -1.75 2.93 0.4902
H -5.50 -3.25 2.40 0.3936
C -1.89 5.44 3.59 -1.3134
C -0.73 4.33 3.46 0.7278
C 0.51 4.72 4.33 -0.5284
O 0.52 3.72 5.33 -0.3216
C -0.46 2.93 5.10 0.6747
O -0.72 2.03 5.95 -0.6872
O -1.17 3.09 4.04 -0.3319
H -1.38 6.41 3.47 0.4287
H -2.12 5.56 4.69 0.3710
H -2.77 4.94 3.01 0.2235
H -0.53 4.31 2.42 0.1415
H 0.38 5.66 4.85 0.2624
H 1.51 4.77 4.12 0.4003
C -3.37 4.29 -0.04 -0.7170
C -4.19 3.13 -0.59 0.2534
C -4.90 3.45 -1.92 -0.4841
O -4.15 2.86 -2.92 -0.3537
C -3.20 1.98 -2.33 0.1837
O -2.43 1.27 -2.80 -0.2961
O -3.27 2.06 -0.96 -0.0227
H -2.80 4.93 -0.69 0.3884
H -2.55 3.86 0.65 -0.2624
H -4.07 4.78 0.69 0.4338
H -4.82 2.56 0.17 0.2955
H -5.26 4.48 -2.37 0.2682
H -5.98 2.85 -2.07 0.2251
C 5.05 0.76 -0.97 -1.3935
C 4.02 -0.13 -0.26 1.2599
C 3.63 -1.39 -1.02 0.0405
O 3.62 -2.38 -0.05 -0.3121
C 4.27 -1.96 0.98 0.6669
O 4.79 -2.74 1.89 -0.7002
O 4.52 -0.73 0.88 -0.3429
H 4.48 1.48 -1.54 0.2509
H 5.83 0.05 -1.33 0.4062
H 5.67 1.47 -0.44 0.3732
H 3.03 0.53 -0.10 -0.5133
H 4.34 -1.50 -1.76 0.7081
H 2.52 -1.30 -1.44 -0.5558
C 1.89 3.96 -4.33 -2.2742
C 2.21 2.50 -4.49 1.4294
C 1.21 1.78 -5.39 -0.0537
O 2.16 1.26 -6.41 -0.3054
C 3.29 1.71 -6.28 0.6137
O 4.23 1.53 -7.11 -0.7112
O 3.47 2.43 -5.27 -0.4009
H 2.84 4.50 -4.02 0.4081
H 1.33 4.17 -3.64 0.6837
H 1.69 4.51 -5.09 0.6767
H 2.52 1.75 -3.55 -0.3514
H 0.56 2.59 -5.90 0.2695
H 0.89 0.92 -4.93 0.0140
C 0.80 -0.69 1.81 -1.7807
C -0.30 -0.14 0.88 0.2694
C -1.01 1.13 1.48 0.0331
O -0.53 2.21 0.69 -0.2993
C 0.11 1.77 -0.39 0.2554
O 0.39 2.36 -1.46 -0.6191
O 0.39 0.41 -0.30 0.6314
H 1.41 0.10 2.09 0.6851
H 1.40 -1.38 1.20 -0.5287
H 0.53 -1.05 2.73 0.9052
H -0.76 -1.00 0.59 0.0141
H -0.75 1.29 2.48 0.5843
H -2.15 0.77 1.51 -0.0754
```

The value obtained for the HOMO energy is -0.3464 Eh. Its SMILES is C[C@H]1COC(=O)O1.C[C@H]1COC(=O)O1.C[C@H]1COC(=O)O1.C[C@H]1COC(=O)O1.C[C@H]1COC(=O)O1.C[C@H]1COC(=O)O1.C[C@H]1COC(=O)O1.C[C@H]1COC(=O)O1. The energy relative to the best compared isomer or geometry (same formula, charge and spin) is 13.893 eV. For the HOMO-LUMO gap, the calculation gives 9.365 eV.

[7]
Molecular formula: C38H41N4OReS4
Method: DFT, wB97M-V/def2-TZVPD

```
89
Properties=species:S:1:pos:R:3:mulliken_charge:R:1
Re -0.45 0.03 -1.04 0.1001
C -2.87 1.93 -4.66 -1.8611
C -2.03 1.06 -3.76 0.6853
S -1.70 1.74 -2.20 -0.4014
C -1.53 -0.14 -4.16 0.8066
C -1.78 -0.73 -5.50 -1.5457
S -0.51 -1.14 -3.16 -0.2488
H -3.17 2.83 -4.12 0.4679
H -3.77 1.40 -4.97 0.3689
H -2.31 2.22 -5.54 0.3802
H -2.35 -0.06 -6.14 0.4430
H -2.33 -1.67 -5.40 0.3059
H -0.84 -0.97 -5.99 0.3216
N -2.20 -8.25 4.86 -0.5026
C -2.01 -7.35 4.18 -0.1537
C -1.79 -6.21 3.37 0.6363
C -2.01 -4.94 3.92 -0.8911
C -1.80 -3.82 3.15 0.1285
C -1.38 -3.94 1.83 -0.9284
C -1.16 -5.21 1.28 0.0564
C -1.37 -6.34 2.05 -0.8998
C -1.12 -2.74 1.00 1.4143
C 0.21 -2.35 0.90 0.2026
C 1.29 -2.90 1.64 -0.7181
C 2.41 -2.18 1.30 -1.7736
C 2.00 -1.23 0.36 -0.1480
N 0.69 -1.32 0.12 0.3911
C -2.21 -2.12 0.40 0.1220
C -3.55 -2.54 0.46 -0.6229
C -4.29 -1.66 -0.29 -1.5603
C -3.39 -0.72 -0.79 -0.5056
N -2.14 -0.98 -0.39 0.8274
H -2.33 -4.85 4.95 0.4760
H -1.95 -2.84 3.58 0.5139
H -0.84 -5.29 0.26 0.5787
H -1.22 -7.32 1.63 0.4782
H 1.22 -3.70 2.35 0.5769
H 3.41 -2.31 1.67 0.4962
H 2.62 -0.50 -0.12 0.4621
H -3.91 -3.41 0.99 0.6001
H -5.35 -1.68 -0.48 0.4993
H -3.62 0.14 -1.40 0.5483
N 1.28 0.98 -1.69 -0.2532
S 1.57 2.50 -2.11 0.3322
C 2.61 2.27 -3.57 0.5553
C 2.19 2.80 -4.78 -0.4542
C 2.91 2.53 -5.92 -0.6676
C 4.03 1.72 -5.86 -0.4728
C 4.44 1.19 -4.65 -0.9020
C 3.73 1.47 -3.49 -0.1363
C 2.90 2.98 -0.96 0.4041
C 2.93 2.36 0.27 0.2794
C 3.97 2.66 1.15 -0.7901
C 4.93 3.60 0.79 -0.7346
C 4.86 4.23 -0.44 -0.5769
C 3.84 3.93 -1.33 -0.7244
H 2.07 0.37 -1.88 0.4336
H 1.31 3.43 -4.81 0.4437
H 2.60 2.94 -6.87 0.4414
H 4.59 1.50 -6.76 0.4194
H 5.31 0.55 -4.60 0.4361
H 4.06 1.07 -2.54 0.4094
H 2.16 1.66 0.54 0.4582
H 4.03 2.16 2.10 0.4600
H 5.73 3.83 1.47 0.4125
H 5.60 4.97 -0.71 0.4320
H 3.79 4.40 -2.30 0.5072
C 1.69 1.05 4.09 -0.6277
C 0.50 1.93 4.43 -0.4360
C -0.18 2.49 3.19 -0.9725
S -0.90 1.10 2.19 0.9186
O -0.32 1.38 0.83 -0.8564
C -2.62 1.73 2.05 -0.7084
C -3.40 1.39 3.30 -0.5625
C -3.49 -0.11 3.53 -0.8389
H 2.03 0.51 4.97 0.4186
H 2.52 1.65 3.73 0.0619
H 1.43 0.32 3.32 0.1314
H 0.83 2.77 5.05 0.4583
H -0.23 1.36 5.01 0.1957
H 0.53 2.98 2.52 0.3726
H -0.97 3.18 3.45 0.4573
H -3.04 1.21 1.18 0.1799
H -2.59 2.80 1.83 0.5027
H -4.41 1.80 3.21 0.4305
H -2.94 1.87 4.17 0.2150
H -3.91 -0.61 2.66 0.1802
H -4.12 -0.33 4.38 0.4887
H -2.50 -0.53 3.72 0.1522
```

As for the charge: +1. The value obtained for the HOMO energy (spin up / spin down) is -0.3560 / -0.3566 Eh. Its expectation value of S² is 0.797. The energy relative to the best compared isomer or geometry (same formula, charge and spin) is 0.000 eV. For the HOMO-LUMO gap (spin up / spin down), the calculation gives 5.875 / 5.858 eV. As for the multiplicity: 2.

[8]
Molecular formula: C29H27N6O4SeW
Method: DFT, wB97M-V/def2-TZVPD

```
68
Properties=species:S:1:pos:R:3:mulliken_charge:R:1
W -0.03 0.37 0.11 0.4474
C -2.64 -0.36 -1.53 -1.0676
N -2.16 0.74 -0.65 0.2899
C -2.43 2.01 -1.39 -1.0269
C -2.95 0.76 0.61 1.0502
C -4.33 0.68 0.59 -0.7868
C -5.05 0.81 1.77 -0.9578
C -4.39 1.04 2.96 -1.0281
C -3.01 1.13 2.99 -0.9629
C -2.25 0.98 1.82 0.7222
N -0.85 1.08 1.70 0.6575
C -0.02 1.80 2.60 0.3080
C -0.06 1.80 3.99 -1.0724
C 0.75 2.67 4.71 -0.7884
C 1.59 3.55 4.05 -0.9782
C 1.71 3.50 2.67 -0.4313
C 0.94 2.60 1.95 0.9645
N 0.98 2.48 0.47 0.3387
C 0.19 3.60 -0.09 -0.9975
C 2.38 2.63 -0.01 -1.2716
H -3.60 -0.12 -1.99 0.6027
H -2.77 -1.28 -0.95 0.3829
H -1.92 -0.54 -2.34 0.2379
H -3.45 2.03 -1.77 0.4946
H -1.75 2.11 -2.25 0.3387
H -2.33 2.86 -0.72 0.3267
H -4.86 0.52 -0.33 0.4193
H -6.13 0.75 1.75 0.4586
H -4.94 1.16 3.87 0.4598
H -2.53 1.34 3.93 0.3012
H -0.69 1.11 4.53 0.5544
H 0.70 2.68 5.79 0.4627
H 2.18 4.26 4.61 0.4556
H 2.40 4.16 2.18 0.4366
H 0.69 4.56 0.08 0.5036
H -0.78 3.66 0.41 0.3322
H 0.07 3.48 -1.18 0.3066
H 2.74 3.64 0.14 0.5736
H 2.43 2.43 -1.09 0.2557
H 3.03 1.94 0.52 0.5254
O -0.99 -6.33 -2.97 -0.1023
C -1.23 -7.10 -3.84 0.7272
O -1.49 -7.91 -4.57 -0.0465
C -0.57 -4.96 -2.75 0.6906
C -0.19 -4.14 -3.79 -0.7160
C 0.11 -2.81 -3.45 -0.6619
N 0.03 -2.36 -2.21 0.1643
C -0.28 -3.19 -1.23 0.4595
C -0.59 -4.53 -1.43 -0.5998
C -0.23 -2.54 0.16 -0.3378
O 0.31 -3.04 1.10 -0.4803
O -0.79 -1.36 0.16 -0.2742
H -0.10 -4.46 -4.81 0.4648
H 0.40 -2.10 -4.21 0.5172
H -0.84 -5.18 -0.61 0.6049
Se 0.70 0.60 -2.23 -0.0490
N 1.68 -0.27 0.31 0.3335
C 2.83 -0.71 -0.10 0.8127
C 3.80 -1.34 0.73 -0.8389
C 5.01 -1.72 0.22 -0.4645
C 5.34 -1.49 -1.14 -0.6498
C 4.46 -0.92 -1.99 -0.6300
C 3.16 -0.51 -1.55 0.9172
N 2.34 -0.04 -2.43 -0.7294
H 3.55 -1.49 1.77 0.5431
H 5.73 -2.18 0.87 0.4939
H 6.32 -1.80 -1.49 0.4551
H 4.70 -0.74 -3.03 0.5585
```

As for the charge: +3. The value obtained for the HOMO energy (spin up / spin down) is -0.5741 / -0.5741 Eh. For the HOMO-LUMO gap (spin up / spin down), the calculation gives 4.778 / 4.776 eV.

Across the entries above, largest force on an atom takes the values 2.61; 4.99; 1.82; 4.98; 2.01; 10.71; 3.46; 2.40 eV Å⁻¹, respectively.
Across the entries above, electronic energy takes the values -1692.9353; -717.9036; -867.2060; -609.1065; -1327.5635; -3053.5539; -3437.6961; -4218.2889 a.u., respectively.